{
  "formula": "C81H171CdClF2N10O17S2",
  "method": "ωB97M-V/def2-TZVPD",
  "elements": ["Cd", "N", "S", "O", "O", "F", "S", "O", "O", "F", "Cl", "O", "O", "O", "O", "C", "C", "C", "C", "C", "C", "N", "O", "C", "C", "C", "H", "H", "H", "H", "H", "H", "H", "H", "H", "H", "H", "H", "H", "H", "H", "H", "H", "H", "H", "C", "C", "C", "C", "C", "C", "N", "O", "C", "C", "C", "H", "H", "H", "H", "H", "H", "H", "H", "H", "H", "H", "H", "H", "H", "H", "H", "H", "H", "H", "C", "C", "C", "C", "C", "C", "N", "O", "C", "C", "C", "H", "H", "H", "H", "H", "H", "H", "H", "H", "H", "H", "H", "H", "H", "H", "H", "H", "H", "H", "C", "C", "C", "C", "C", "C", "N", "O", "C", "C", "C", "H", "H", "H", "H", "H", "H", "H", "H", "H", "H", "H", "H", "H", "H", "H", "H", "H", "H", "H", "C", "C", "C", "C", "C", "C", "N", "O", "C", "C", "C", "H", "H", "H", "H", "H", "H", "H", "H", "H", "H", "H", "H", "H", "H", "H", "H", "H", "H", "H", "C", "C", "C", "C", "C", "C", "N", "O", "C", "C", "C", "H", "H", "H", "H", "H", "H", "H", "H", "H", "H", "H", "H", "H", "H", "H", "H", "H", "H", "H", "C", "C", "C", "C", "C", "C", "N", "O", "C", "C", "C", "H", "H", "H", "H", "H", "H", "H", "H", "H", "H", "H", "H", "H", "H", "H", "H", "H", "H", "H", "C", "C", "C", "C", "C", "C", "N", "O", "C", "C", "C", "H", "H", "H", "H", "H", "H", "H", "H", "H", "H", "H", "H", "H", "H", "H", "H", "H", "H", "H", "C", "C", "C", "C", "C", "C", "N", "O", "C", "C", "C", "H", "H", "H", "H", "H", "H", "H", "H", "H", "H", "H", "H", "H", "H", "H", "H", "H", "H", "H"],
  "xyz": [[18.31571, 18.75432, 18.92278], [16.73377, 19.82211, 17.84961], [16.57501, 21.29220, 18.46484], [15.67131, 22.10772, 17.75316], [17.85558, 21.77888, 18.71318], [16.00450, 21.05237, 19.85301], [15.42364, 18.98648, 17.27963], [14.33267, 19.17979, 18.16857], [16.02413, 17.78795, 16.83240], [15.04900, 19.80869, 16.08203], [17.40817, 16.28179, 20.27615], [16.08122, 15.76205, 20.24426], [17.25794, 17.79343, 20.55981], [18.11738, 15.69306, 21.31083], [18.03911, 16.31728, 18.98144], [20.05891, 28.53708, 14.30109], [18.88524, 27.65061, 14.71081], [18.05151, 27.18014, 13.49253], [18.83065, 26.27117, 12.63492], [19.10289, 25.03358, 13.46449], [19.84442, 25.27529, 14.74415], [19.12890, 26.41169, 15.48365], [19.97448, 26.80920, 16.56405], [19.76726, 23.96822, 15.59043], [21.34190, 25.54395, 14.49343], [17.97231, 28.44053, 15.54984], [19.65335, 29.49452, 13.90147], [20.85088, 28.09763, 13.68741], [20.59979, 28.83616, 15.21268], [17.20518, 26.64265, 13.83816], [17.71514, 28.13818, 12.96526], [19.71845, 26.75050, 12.22794], [18.31733, 25.95802, 11.68158], [19.61456, 24.24301, 12.90390], [18.06690, 24.65855, 13.68086], [20.25905, 23.20598, 15.07084], [20.27425, 24.20454, 16.57944], [18.76705, 23.65127, 15.72758], [21.79110, 25.90837, 15.40079], [21.76690, 24.61968, 14.18117], [21.56470, 26.31221, 13.70625], [17.71902, 29.36701, 15.14524], [18.61283, 28.73864, 16.40064], [17.10506, 27.79214, 15.93284], [19.45810, 26.59956, 17.37224], [11.70766, 11.52937, 18.76440], [11.18460, 12.91640, 18.85884], [9.66229, 12.88547, 19.08431], [9.07763, 14.22278, 19.49936], [9.73317, 14.59481, 20.85859], [11.30303, 14.58767, 20.88169], [11.81698, 13.44552, 20.11292], [13.21272, 13.42370, 20.11637], [11.87484, 15.96293, 20.48436], [11.76406, 14.46438, 22.37504], [11.55408, 13.72210, 17.64542], [11.38436, 11.09792, 17.79377], [11.45128, 10.95264, 19.68346], [12.83633, 11.42729, 18.66030], [9.36843, 12.46400, 18.14197], [9.48036, 12.24410, 19.88620], [8.01938, 14.24950, 19.43819], [9.42885, 15.01813, 18.78278], [9.48033, 13.87999, 21.61993], [9.34464, 15.52133, 21.31518], [11.45640, 16.27464, 19.43743], [11.49496, 16.69434, 21.21593], [12.96398, 16.15125, 20.45225], [12.81230, 14.73281, 22.53793], [11.23262, 15.15641, 23.05019], [11.67574, 13.40498, 22.74471], [12.66819, 13.86215, 17.58800], [11.18680, 14.78066, 17.70955], [11.11750, 13.20392, 16.76891], [13.46281, 14.00023, 19.39911], [16.96774, 25.36449, 19.16783], [17.45853, 26.13085, 20.45201], [17.08939, 25.33411, 21.69910], [17.82621, 24.02970, 21.91851], [19.31454, 24.46311, 22.05996], [19.86996, 25.33150, 20.92059], [18.90451, 26.37328, 20.59126], [19.31097, 27.18026, 19.40789], [21.15585, 26.02200, 21.40246], [20.16398, 24.38789, 19.69938], [16.70149, 27.50584, 20.36585], [15.92145, 25.59477, 18.87887], [17.10351, 24.27420, 19.03350], [17.65217, 25.83861, 18.30170], [17.20065, 26.05863, 22.56959], [15.98239, 25.15156, 21.67042], [17.76951, 23.38503, 21.05173], [17.53501, 23.52826, 22.85010], [19.96077, 23.63346, 22.28258], [19.36294, 25.16866, 22.88002], [20.96668, 26.67090, 22.26310], [21.87476, 25.29706, 21.61445], [21.61446, 26.56009, 20.61047], [21.15605, 23.95375, 19.79474], [19.34256, 23.66738, 19.62549], [20.19485, 24.94733, 18.80750], [16.72621, 28.04827, 19.46203], [17.24941, 28.18795, 21.05255], [15.67440, 27.35815, 20.73301], [19.79810, 27.93721, 19.70421], [16.66175, 11.91606, 11.16069], [16.17646, 12.57002, 12.46784], [15.65583, 11.40348, 13.37543], [15.24553, 11.80657, 14.73306], [16.44041, 12.38376, 15.36302], [17.07458, 13.54950, 14.58000], [17.28027, 13.13275, 13.20543], [17.77895, 14.20994, 12.40961], [16.10617, 14.72474, 14.80830], [18.40844, 13.86911, 15.20304], [15.18485, 13.58541, 11.94293], [17.37610, 12.52918, 10.62789], [15.74082, 11.70140, 10.56062], [17.12547, 10.96690, 11.31614], [14.83271, 10.95671, 12.79516], [16.44264, 10.67337, 13.42702], [14.93737, 11.01747, 15.39297], [14.44805, 12.62002, 14.75932], [17.16619, 11.56004, 15.36157], [16.26953, 12.69162, 16.36770], [16.29963, 15.58738, 14.18540], [15.03086, 14.53516, 14.65034], [16.21293, 15.15097, 15.81199], [18.23531, 14.06522, 16.25997], [19.20579, 13.08542, 15.04432], [18.93593, 14.80050, 14.86151], [15.63794, 14.47090, 11.43547], [14.63371, 14.10639, 12.75279], [14.41784, 13.22104, 11.25193], [18.51302, 13.83789, 11.99900], [22.88039, 19.09875, 19.35736], [21.44558, 19.43804, 19.21572], [21.22837, 20.79205, 18.59340], [21.72312, 20.84702, 17.13921], [20.87737, 19.84213, 16.33343], [20.96572, 18.41679, 16.84747], [20.64956, 18.45554, 18.36743], [20.90144, 17.17861, 18.88415], [19.84930, 17.63638, 16.21234], [22.31172, 17.94759, 16.49309], [20.72534, 19.49860, 20.63036], [23.05010, 18.12324, 19.79262], [23.24265, 19.89013, 19.99645], [23.39400, 19.14929, 18.37296], [20.14740, 21.05871, 18.68091], [21.80202, 21.44540, 19.29176], [22.80357, 20.54851, 17.18450], [21.69434, 21.92118, 16.77611], [21.39554, 19.85046, 15.35290], [19.85580, 20.23643, 16.25108], [19.99922, 17.61543, 15.12556], [19.90038, 16.62148, 16.68244], [18.96108, 18.17449, 16.48269], [23.05175, 18.74430, 16.51392], [22.73647, 17.05903, 16.98416], [22.25274, 17.65487, 15.45389], [19.81116, 20.13760, 20.59203], [21.36282, 20.02432, 21.31607], [20.57783, 18.52570, 21.14231], [21.89233, 17.12631, 18.79460], [21.52280, 19.86689, 9.35503], [20.56941, 20.58464, 10.33317], [19.51770, 21.46449, 9.60162], [18.47976, 21.97629, 10.60362], [17.86253, 20.78552, 11.27439], [18.84999, 19.97381, 12.13365], [19.83663, 19.56797, 11.09522], [20.71662, 18.68236, 11.78733], [19.34510, 20.75084, 13.31477], [18.11794, 18.69721, 12.57854], [21.51744, 21.48907, 11.14308], [20.97642, 19.34490, 8.56705], [22.06323, 19.05931, 9.88701], [22.26800, 20.60016, 8.89282], [20.13919, 22.27612, 9.10911], [18.81037, 20.87547, 8.89811], [17.74470, 22.45465, 9.90777], [18.97031, 22.65198, 11.37802], [17.37881, 20.04430, 10.56635], [17.08057, 21.26158, 11.89285], [19.63376, 21.77117, 13.11958], [18.48787, 20.85851, 14.03795], [20.23733, 20.25010, 13.77133], [17.33720, 18.98651, 13.27038], [17.63933, 18.19357, 11.73813], [18.69791, 17.98092, 13.20665], [22.30613, 21.97618, 10.61380], [22.06601, 20.84750, 11.85384], [20.97680, 22.25008, 11.74210], [20.57844, 17.80645, 11.40620], [13.87127, 27.02701, 14.64367], [13.59556, 25.69528, 15.42149], [12.21503, 25.15396, 14.99287], [12.26149, 24.20516, 13.82669], [13.34108, 23.21028, 13.97631], [14.70075, 23.83888, 14.06668], [14.62417, 24.60571, 15.31913], [15.81016, 25.30423, 15.63080], [15.67312, 22.69705, 14.24468], [15.10191, 24.66823, 12.83641], [13.52199, 26.08554, 16.91265], [13.28640, 27.83201, 15.12850], [13.59674, 26.98821, 13.57188], [14.90309, 27.34478, 14.81210], [11.83692, 24.58959, 15.85523], [11.50166, 25.87835, 14.84647], [12.40161, 24.64657, 12.87886], [11.25779, 23.70795, 13.92018], [13.31038, 22.58633, 13.05554], [13.12020, 22.62150, 14.92708], [15.58852, 21.93846, 13.40648], [16.72895, 22.88421, 14.24071], [15.55070, 22.14356, 15.18463], [15.44173, 25.66264, 13.09310], [15.84236, 24.19488, 12.22304], [14.25739, 24.94136, 12.13488], [12.63773, 26.68008, 16.95709], [14.33535, 26.74224, 17.22638], [13.35621, 25.19474, 17.55115], [16.23227, 24.81147, 16.42344], [11.84548, 16.52892, 14.85350], [12.48498, 17.48665, 13.87217], [13.91257, 17.12551, 13.64110], [14.43577, 17.95016, 12.48293], [13.60039, 17.51758, 11.22982], [12.11679, 17.84605, 11.34032], [11.68249, 17.30772, 12.62629], [10.29106, 17.73524, 12.79905], [11.91597, 19.37442, 11.19590], [11.40895, 17.22071, 10.19076], [12.42231, 18.86579, 14.56696], [12.39725, 16.54431, 15.79421], [11.84439, 15.51052, 14.44730], [10.81012, 16.84616, 15.15117], [14.45187, 17.31780, 14.59586], [14.00122, 16.05070, 13.34814], [15.47777, 17.68175, 12.28007], [14.32676, 19.00116, 12.77414], [13.81379, 16.43885, 11.09362], [13.95420, 18.02810, 10.26433], [10.92219, 19.49588, 10.91862], [12.20322, 19.93591, 12.15967], [12.61347, 19.68220, 10.42210], [11.69954, 16.18136, 10.06473], [10.30452, 17.22781, 10.35890], [11.66259, 17.80660, 9.31321], [11.47893, 19.34185, 14.41013], [13.21983, 19.49782, 14.20227], [12.68511, 18.79041, 15.66079], [10.32760, 18.67181, 12.56768], [7.77532, 20.66988, 18.19821], [9.28584, 20.44087, 18.41218], [10.01577, 20.80492, 17.15075], [11.50810, 21.09865, 17.37873], [11.72986, 22.12524, 18.41701], [11.09596, 21.60755, 19.76091], [9.64867, 21.35955, 19.46429], [8.92063, 21.10340, 20.65529], [11.74452, 20.37504, 20.26771], [11.15922, 22.68266, 20.85287], [9.45294, 18.96900, 18.72080], [7.27351, 20.51057, 19.09978], [7.32518, 19.94507, 17.47435], [7.63075, 21.67664, 17.87457], [9.77533, 20.02089, 16.35684], [9.55903, 21.68442, 16.84247], [12.18532, 21.22515, 16.53860], [11.86612, 20.16880, 17.82079], [11.35368, 23.15889, 18.29771], [12.80118, 22.26015, 18.52209], [11.20453, 19.89304, 21.06169], [12.02681, 19.60168, 19.53906], [12.70390, 20.57238, 20.74408], [10.78832, 22.19530, 21.74838], [12.19223, 23.12159, 20.91533], [10.40624, 23.41707, 20.54570], [10.44242, 18.58636, 18.49162], [8.66314, 18.53107, 18.19528], [9.38687, 18.64310, 19.74966], [8.26381, 21.79507, 20.71209]],
  "relative_energy_kcal_mol": 7.16,
  "homo_lumo_gap_ev": 7.21,
  "energy_ha": -6638.74405
}